ORCA calculation (wB97M-V/def2-TZVPD) on a single C20H22BrN3O3S molecule in a non-equilibrium geometry.

Summary:
Structure (SMILES) ... C#CCOCCOc1ccc(OC)cc1CCNC(=S)Nc1ccc(Br)cn1
HOMO ... -7.738 eV
LUMO level ... 0.1 eV
2S+1 ... 1
ΔE to the lowest compared entry with this formula, charge and spin ... 74.7 kcal/mol

Cartesian coordinates (Å):
1 C 0.8484 1.3528 1.9732
2 C 1.3530 1.8176 0.9774
3 C 1.9265 2.4243 -0.2126
4 O 0.8637 2.5637 -1.1400
5 C 0.5048 1.4355 -1.9234
6 C -0.8815 1.6475 -2.4917
7 O -1.8967 0.9033 -1.7893
8 C -2.1662 1.0990 -0.4574
9 C -2.1427 2.3416 0.1902
10 C -2.4578 2.4350 1.5621
11 C -2.7212 1.2855 2.3328
12 O -2.9610 1.4562 3.6705
13 C -3.2252 0.2970 4.5068
14 C -2.7709 0.0450 1.6718
15 C -2.4961 -0.0628 0.2915
16 C -2.5163 -1.4363 -0.2869
17 C -1.4715 -2.3717 0.3703
18 N -0.0889 -2.0550 0.0015
19 C 1.0075 -2.2507 0.8134
20 S 0.7513 -2.6698 2.4001
21 N 2.2874 -2.0463 0.4237
22 C 2.7451 -1.6434 -0.8020
23 C 4.1271 -1.4483 -0.9343
24 C 4.6763 -1.1373 -2.1756
25 C 3.7988 -1.0449 -3.2206
26 Br 4.4730 -0.7196 -4.9485
27 C 2.4216 -1.2698 -3.0513
28 N 1.9003 -1.5458 -1.8501
29 H 0.4317 0.9583 2.8991
30 H 2.3119 3.4265 0.0295
31 H 2.7773 1.8229 -0.5769
32 H 0.5151 0.4863 -1.3893
33 H 1.2565 1.3411 -2.7354
34 H -0.9582 1.1932 -3.4955
35 H -1.0967 2.7216 -2.5852
36 H -1.9271 3.2423 -0.4036
37 H -2.4210 3.3977 2.0429
38 H -4.1883 -0.1347 4.1894
39 H -2.4562 -0.4671 4.4679
40 H -3.3638 0.5862 5.5586
41 H -3.0048 -0.9372 2.1827
42 H -2.3057 -1.4269 -1.3441
43 H -3.5126 -1.8676 -0.1498
44 H -1.6519 -3.4086 0.0370
45 H -1.6684 -2.3478 1.4395
46 H 0.0929 -1.8212 -0.9879
47 H 2.9617 -2.2232 1.1758
48 H 4.7530 -1.6394 -0.0564
49 H 5.7688 -1.0409 -2.2885
50 H 1.7969 -1.2644 -3.9117

Atoms 1-2, force components in eV/Å:
C 0.261 0.081 -0.113
C -0.163 -0.721 1.733


ORCA calculation (wB97M-V/def2-TZVPD) on a molecular structure, C56H49N4O5P2STc in a non-equilibrium geometry.

Summary:
⟨S²⟩ ... 0.770
Net charge ... +1
HOMO (spin up / spin down) ... -9.136 / -9.180 eV
LUMO level (spin up / spin down) ... -4.9 / -5.0 eV
2S+1 ... 2

Cartesian coordinates (Å):
1 Tc -0.0995 -0.3723 0.0693
2 C -6.9629 -2.8790 2.4276
3 C -5.8632 -1.8636 2.1022
4 C -6.3820 -0.4457 2.4117
5 C -5.4563 -1.9181 0.6372
6 C -6.2864 -2.3561 -0.3839
7 C -5.8547 -2.3752 -1.7010
8 C -4.5748 -1.9710 -2.0315
9 C -3.7118 -1.5261 -1.0338
10 P -1.9448 -1.1216 -1.3614
11 C -1.4462 -2.7559 -2.0319
12 C -0.3321 -2.8725 -2.8650
13 C 0.0988 -4.1163 -3.2893
14 C -0.5253 -5.2655 -2.8280
15 C -1.5878 -5.1638 -1.9461
16 C -2.0511 -3.9191 -1.5560
17 C -2.2269 -0.0238 -2.8745
18 C -2.0329 1.4797 -2.5940
19 C -2.1126 2.2465 -3.9027
20 C -1.6765 1.7308 -5.0489
21 C -1.3182 0.3366 -5.1488
22 C -1.5984 -0.4963 -4.1473
23 C -4.1741 -1.4971 0.2787
24 O -3.2496 -1.1099 1.2012
25 C -3.3848 -1.6922 2.4248
26 C -2.1867 -1.8836 3.1022
27 C -2.2133 -2.5017 4.3473
28 C -3.4250 -2.9008 4.8790
29 C -4.6066 -2.7100 4.1804
30 C -4.6117 -2.1163 2.9260
31 P -0.6764 -1.1415 2.3853
32 C 0.5603 -2.2150 3.1613
33 C 0.5654 -3.5570 2.9966
34 C 1.7733 -4.3028 3.1956
35 C 2.9675 -3.7027 3.3238
36 C 3.1428 -2.2285 3.3212
37 C 1.8157 -1.5029 3.3594
38 C -0.6374 0.4063 3.3449
39 C -0.4822 1.6663 2.5696
40 C -0.9439 2.8807 3.2699
41 C -1.3774 2.8498 4.5515
42 C -1.3635 1.6503 5.2877
43 C -1.0297 0.4565 4.6638
44 H -7.8290 -2.7231 1.7920
45 H -7.2988 -2.7574 3.4535
46 H -6.6054 -3.8968 2.2864
47 H -7.2566 -0.2320 1.8013
48 H -5.6217 0.3036 2.2026
49 H -6.6589 -0.3714 3.4610
50 H -7.2846 -2.6994 -0.1664
51 H -6.5216 -2.7304 -2.4715
52 H -4.2401 -2.0416 -3.0567
53 H 0.1980 -1.9853 -3.1816
54 H 0.9236 -4.1884 -3.9839
55 H -0.1827 -6.2373 -3.1464
56 H -2.0599 -6.0555 -1.5598
57 H -2.8954 -3.8576 -0.8831
58 H -3.3119 -0.1254 -3.0430
59 H -2.4600 3.2655 -3.8697
60 H -1.6697 2.3185 -5.9531
61 H -0.9260 -0.0325 -6.0834
62 H -1.5283 -1.5604 -4.2973
63 H -1.2962 -2.6804 4.8879
64 H -3.4529 -3.3576 5.8560
65 H -5.5325 -3.0287 4.6284
66 H -0.3431 -4.0861 2.7518
67 H 1.7017 -5.3780 3.2365
68 H 3.8467 -4.3061 3.4947
69 H 5.1075 -2.5679 4.0001
70 H 1.7656 -0.5438 3.8639
71 H 0.5434 1.8016 2.1954
72 H -0.9579 3.7952 2.6983
73 H -1.7434 3.7505 5.0204
74 H -1.6761 1.6487 6.3185
75 H -1.1127 -0.4615 5.2248
76 O 6.5217 -1.0803 5.7556
77 C 6.0793 -0.1216 4.9210
78 O 6.5792 0.9726 4.9578
79 C 4.9710 -0.4648 3.9744
80 C 4.7318 0.5137 3.0672
81 C 3.7969 0.6947 2.0229
82 C 2.8599 -0.1761 1.5404
83 C 2.6553 -1.5227 2.0833
84 C 4.3274 -1.8080 4.1717
85 N 1.9216 0.1755 0.5985
86 C 2.3796 0.9993 -0.4541
87 C 1.2876 1.8991 -0.9541
88 C 1.3957 3.2647 -0.8057
89 C 0.3170 4.0458 -1.1931
90 C -0.7634 3.4154 -1.7669
91 C -0.7873 2.0230 -1.9164
92 N 0.2137 1.2701 -1.4570
93 H 6.1037 -1.9395 5.6291
94 H 5.3844 1.3708 3.2046
95 H 3.8078 1.6942 1.6139
96 H 2.2782 -2.2204 1.3518
97 H 4.0083 -1.9009 5.2225
98 H 3.2503 1.6134 -0.1909
99 H 2.2794 3.6931 -0.3616
100 H 0.3233 5.1136 -1.0450
101 H -1.6217 3.9988 -2.0530
102 H -2.8597 1.7912 -1.9436
103 C 2.8732 -3.4072 -1.2621
104 C 2.1836 -2.0763 -1.2056
105 N 1.0438 -1.9918 -0.5800
106 O 0.6639 -3.2172 0.0018
107 C 2.8021 -1.0107 -1.9497
108 C 3.5021 -1.3790 -3.2260
109 N 2.8757 0.2719 -1.6763
110 O 3.4736 1.0607 -2.4521
111 H 2.9535 -3.8107 -0.2534
112 H 3.8601 -3.3253 -1.6992
113 H 2.2617 -4.1071 -1.8314
114 H -0.2949 -3.1744 0.1539
115 H 3.2797 -2.3919 -3.5345
116 H 4.5788 -1.2412 -3.1245
117 H 3.1839 -0.6783 -3.9975
118 S -1.4267 1.4371 0.9789

Atoms 1-2, force components in eV/Å:
Tc -1.153 0.520 0.817
C 0.227 0.128 -0.079


ORCA calculation (wB97M-V/def2-TZVPD) on a molecular structure, C5H11NO2 in a non-equilibrium geometry.

Summary:
HOMO ... -9.463 eV
LUMO level ... 0.4 eV
2S+1 ... 1
ΔE to the lowest compared entry with this formula, charge and spin ... 177.1 kcal/mol

Cartesian coordinates (Å):
1 C -1.5151 0.3234 1.1213
2 O -3.1816 0.6327 0.4730
3 C -0.4915 0.2044 -0.1432
4 C 0.4633 -0.9435 0.1512
5 C 1.7321 -0.7730 -0.7315
6 C 2.3974 0.4922 -0.3270
7 O 1.9534 1.1437 0.6520
8 N -1.2938 -0.1418 -1.3894
9 H -2.5203 0.9895 1.2089
10 H -1.0783 0.9456 1.9469
11 H -1.6761 -0.6497 1.5790
12 H 0.0429 1.1270 -0.3298
13 H 0.7116 -0.8704 1.2073
14 H 0.0692 -1.9166 -0.0676
15 H 2.6409 -0.6684 0.1003
16 H 2.0183 -1.3632 -1.5971
17 H 3.2202 0.8039 -0.9720
18 H -1.2503 0.7068 -1.9243
19 H -2.2424 -0.0427 -0.9580

Atoms 1-2, force components in eV/Å:
C 3.075 -2.753 -2.000
O 2.922 -0.175 1.473


ORCA calculation (wB97M-V/def2-TZVPD) on 3 unconnected molecules or ions with the total composition C15H21BFN5O2.

Summary:
Structure (SMILES) ... Cc1ccc(CB(F)c2cccnc2)cc1.NC(N)=O.NC(N)=O
HOMO ... -8.879 eV
LUMO level ... 0.5 eV
2S+1 ... 1

Cartesian coordinates (Å):
1 C 4.5982 -0.9031 0.4175
2 C 3.3794 -0.0159 0.3388
3 C 3.4837 1.3681 0.2059
4 C 2.3526 2.1826 0.1416
5 C 1.0686 1.6254 0.2138
6 C -0.1375 2.5497 0.1432
7 B -1.4277 1.9598 0.8302
8 F -1.7020 2.3036 2.0840
9 C -2.3690 0.9577 0.0896
10 C -2.8857 -0.1687 0.7282
11 C -3.6749 -1.0261 -0.0050
12 C -3.9359 -0.7243 -1.3289
13 N -3.4868 0.3510 -1.9699
14 C -2.7107 1.1525 -1.2401
15 C 0.9658 0.2389 0.3397
16 C 2.0999 -0.5759 0.3978
17 H 4.3440 -1.8679 -0.0045
18 H 4.8637 -1.0505 1.4607
19 H 5.4233 -0.4749 -0.1374
20 H 4.4553 1.8370 0.1353
21 H 2.4322 3.2527 0.0282
22 H -0.3576 2.7663 -0.9024
23 H 0.1467 3.4956 0.6008
24 H -2.6556 -0.3718 1.7628
25 H -4.0900 -1.9098 0.4443
26 H -4.5483 -1.4043 -1.9028
27 H -2.3301 2.0282 -1.7479
28 H 0.0043 -0.2496 0.3714
29 H 1.9887 -1.6445 0.4807
30 N -4.9272 -1.7237 3.8448
31 C -4.4792 -2.9654 3.4848
32 N -4.4490 -3.8916 4.4888
33 O -4.1304 -3.2274 2.3463
34 H -5.2180 -1.4867 4.7736
35 H -4.9699 -1.0242 3.1275
36 H -4.1248 -4.8105 4.2539
37 H -4.7304 -3.6986 5.4304
38 N 3.4341 1.1596 -3.2034
39 C 4.3515 0.5917 -4.0408
40 N 4.1857 0.8742 -5.3719
41 O 5.2563 -0.1161 -3.6353
42 H 2.6833 1.7453 -3.5138
43 H 3.5306 0.9699 -2.2218
44 H 4.8440 0.4705 -6.0103
45 H 3.4489 1.4510 -5.7285

Atoms 1-2, force components in eV/Å:
C -0.646 0.265 -0.010
C -0.201 -0.122 -0.058


ORCA calculation (wB97M-V/def2-TZVPD) on a molecular structure, C36H31BrFMnN2P2S.

Summary:
⟨S²⟩ ... 1.024
Net charge ... +1
HOMO (spin up / spin down) ... -10.385 / -9.984 eV
LUMO level (spin up / spin down) ... -2.3 / -2.3 eV
2S+1 ... 2

Cartesian coordinates (Å):
1 Mn -0.0935 -1.6207 -0.3578
2 N 0.2635 0.9644 1.5266
3 P 1.2556 -0.2911 0.9087
4 C 1.9617 -0.9336 2.4593
5 C 1.1193 -1.7476 3.2213
6 C 1.5385 -2.2479 4.4427
7 C 2.8127 -1.9473 4.9104
8 C 3.6539 -1.1404 4.1605
9 C 3.2316 -0.6302 2.9390
10 C 2.6229 0.5940 0.1191
11 C 2.5699 1.9541 -0.1593
12 C 3.6148 2.5706 -0.8344
13 C 4.7144 1.8310 -1.2406
14 C 4.7675 0.4682 -0.9766
15 C 3.7256 -0.1477 -0.3034
16 P -1.3581 1.0704 1.1777
17 C -1.6149 2.3084 -0.1024
18 C -2.4073 2.0596 -1.2162
19 C -2.5698 3.0427 -2.1832
20 C -1.9378 4.2687 -2.0423
21 C -1.1478 4.5242 -0.9262
22 C -0.9910 3.5490 0.0421
23 C -2.0965 1.7060 2.6822
24 C -3.1213 2.6471 2.6322
25 C -3.7172 3.0784 3.8073
26 C -3.2917 2.5739 5.0277
27 C -2.2718 1.6309 5.0794
28 C -1.6771 1.1917 3.9093
29 H 0.6541 1.6203 2.1918
30 H 0.1210 -1.9767 2.8587
31 H 0.8776 -2.8740 5.0278
32 H 3.1478 -2.3427 5.8601
33 H 4.6443 -0.9029 4.5256
34 H 3.8964 0.0033 2.3664
35 H 1.7056 2.5403 0.1267
36 H 3.5641 3.6303 -1.0475
37 H 5.5269 2.3118 -1.7687
38 H 5.6186 -0.1158 -1.3008
39 H 3.7751 -1.2140 -0.1093
40 H -2.8878 1.0961 -1.3290
41 H -3.1865 2.8466 -3.0500
42 H -2.0619 5.0312 -2.7997
43 H -0.6602 5.4831 -0.8131
44 H -0.3848 3.7605 0.9169
45 H -3.4519 3.0475 1.6822
46 H -4.5117 3.8113 3.7697
47 H -3.7559 2.9159 5.9430
48 H -1.9427 1.2378 6.0318
49 H -0.8859 0.4513 3.9507
50 C -3.4582 -3.4500 -4.4630
51 C -2.7338 -3.7150 -3.1752
52 C -2.8270 -4.9332 -2.5095
53 C -2.1507 -5.1443 -1.3165
54 C -1.4023 -4.0918 -0.8434
55 Br -0.3689 -4.1768 0.7561
56 N -1.2946 -2.9191 -1.4436
57 C -1.9436 -2.7321 -2.5941
58 H -3.7899 -4.3783 -4.9240
59 H -2.8171 -2.9272 -5.1719
60 H -4.3389 -2.8301 -4.2891
61 H -3.4281 -5.7293 -2.9306
62 H -2.1971 -6.0818 -0.7830
63 H -1.8027 -1.7606 -3.0533
64 F 3.0327 -0.3502 -5.2028
65 C 2.2268 -0.4695 -4.1283
66 C 1.3579 0.5597 -3.8295
67 C 0.5273 0.4488 -2.7160
68 C 0.5713 -0.6822 -1.9131
69 C 1.4642 -1.6935 -2.2642
70 C 2.3058 -1.6203 -3.3627
71 H 1.3450 1.4368 -4.4637
72 H -0.1386 1.2722 -2.4825
73 H 1.5365 -2.5952 -1.6276
74 H 3.0050 -2.4014 -3.6283
75 S -2.0391 -0.7239 0.6234

Atoms 1-2, force components in eV/Å:
Mn -0.148 -0.068 0.071
N -0.005 0.008 -0.096


ORCA calculation (wB97M-V/def2-TZVPD) on a gas-phase ion, C6H10N3O2S (charge +1) in a non-equilibrium geometry.

Summary:
Net charge ... +1
HOMO ... -11.802 eV
LUMO level ... -3.9 eV
2S+1 ... 1
ΔE to the lowest compared entry with this formula, charge and spin ... 131.8 kcal/mol

Cartesian coordinates (Å):
1 C -1.6803 3.6422 0.0785
2 C -1.3553 2.5103 -0.0801
3 C -2.2209 -1.0073 0.4741
4 C 1.3404 0.2315 -0.1044
5 C 3.9123 -0.6494 -0.3606
6 C -1.0221 1.1225 -0.1588
7 N -2.0158 0.3968 0.5307
8 N -1.3749 -1.9171 0.0488
9 N 0.3152 0.7844 0.4083
10 O -0.2327 -1.7129 -0.4002
11 O -1.8144 -3.2071 0.0522
12 S 2.6721 -0.0393 0.8872
13 H -2.1998 4.5444 -0.0731
14 H 4.4647 -1.5013 -0.1041
15 H 4.4660 0.1737 -0.6110
16 H 3.3713 -0.8566 -1.2101
17 H 1.1647 -0.3480 -1.0541
18 H -1.1180 0.9077 -1.1676
19 H -2.8052 0.9425 0.8831
20 H -3.2267 -1.4318 0.7560
21 H 0.3556 1.2004 1.3206
22 H -0.9963 -3.7852 -0.1153

Atoms 1-2, force components in eV/Å:
C -0.668 0.221 -0.600
C 0.766 0.306 0.755


no.,electronic energy (eV)
1,-112584.5640
2,-106665.1601
3,-10941.5877
4,-30839.1380
5,-174304.4757
6,-25771.5417